[1]
DFT (the ωB97M-V functional and the def2-TZVPD basis) results for a structure of composition C38H51Cl3N2O3PSiTl.

Summary:
Spin multiplicity: 1
Relative energy (zero: lowest compared OMol25 entry of this formula, charge and spin), eV: 2.109

Geometry (Å):
1 C 2.62037 -2.50016 -4.23643
2 C 2.64686 -1.81192 -5.57127
3 H 1.97657 -3.39442 -4.25707
4 H 2.23186 -1.82058 -3.45949
5 H 3.63693 -2.81354 -3.93893
6 C 2.43947 -2.42009 -6.75260
7 C 2.30317 -3.88592 -6.99684
8 H 2.39346 -1.80543 -7.65566
9 H 1.53927 -4.36715 -6.37139
10 H 3.25606 -4.41100 -6.84239
11 H 2.02782 -4.04692 -8.04530
12 Tl 4.70419 0.40900 -2.81495
13 Cl 4.05907 2.45067 -1.60711
14 Cl 6.79397 -0.81246 -3.07458
15 C 0.86696 3.00335 -0.06279
16 O 0.61498 1.80016 0.02065
17 N -0.08339 3.97479 -0.00237
18 C -1.48005 3.58193 0.02131
19 C 0.21323 5.35943 -0.33345
20 H 1.89114 3.39980 -0.20645
21 H -1.61794 2.75621 0.72702
22 H -1.82633 3.25573 -0.97436
23 H -2.06502 4.45191 0.33183
24 H 1.22838 5.59869 0.00405
25 H -0.51257 6.00650 0.17238
26 H 0.14959 5.54963 -1.41716
27 H 0.37662 -3.72087 1.26288
28 H -0.82293 -4.07212 -1.24772
29 C -0.54102 -4.27484 1.52050
30 C -1.69401 -4.41365 -0.66997
31 N -1.65457 -3.87424 0.67614
32 H -0.79604 -4.07200 2.56823
33 C -2.50366 -2.88873 1.06684
34 O -3.47298 -2.48108 0.41505
35 H -2.61490 -4.08616 -1.15950
36 H -2.23452 -2.48531 2.06525
37 H -0.35153 -5.34690 1.38334
38 H -1.65624 -5.50788 -0.61748
39 O 3.31920 0.21005 -4.35253
40 C 3.11786 -0.33526 -5.61523
41 C 0.97806 0.27915 -6.91903
42 C 2.19376 0.65172 -6.33233
43 H 0.63306 -0.75540 -6.82209
44 C 0.25578 1.20509 -7.68823
45 H 4.08019 -0.34443 -6.17274
46 C 2.58270 1.99687 -6.35327
47 H -0.62891 0.86626 -8.23169
48 C 0.67219 2.53744 -7.74455
49 C 1.82248 2.93756 -7.04538
50 H 3.49306 2.28167 -5.81597
51 H 0.10999 3.26369 -8.33465
52 H 2.13270 3.98344 -7.04385
53 Si -1.29596 -0.28518 -2.48862
54 Cl -0.16858 -1.44523 -1.23273
55 C -1.61400 -1.35233 -4.00233
56 C -0.22541 1.11296 -3.17898
57 C -2.69048 0.30891 -1.38725
58 H -1.71400 -0.71184 -4.89369
59 H -2.52110 -1.96160 -3.88293
60 H -0.76395 -2.03443 -4.15370
61 H -3.30823 -0.53296 -1.03317
62 H -3.33619 1.03354 -1.90371
63 H -2.25901 0.79436 -0.49747
64 H -0.16511 1.03833 -4.27250
65 H 0.79511 1.06448 -2.78546
66 H -0.64141 2.09678 -2.93104
67 C -1.72332 4.36526 6.42795
68 C -0.56817 4.32203 5.63451
69 C -0.17078 3.12671 5.04005
70 C -0.91532 1.94682 5.25617
71 C -2.07027 1.99358 6.04997
72 C -2.46933 3.20198 6.63135
73 P -0.21888 0.42231 4.51060
74 C 0.84427 -0.11952 5.90229
75 C 2.20133 -0.37796 5.62110
76 C 3.05875 -0.75249 6.65344
77 C 2.57939 -0.86210 7.96492
78 C 1.23520 -0.59777 8.24170
79 C 0.36445 -0.22581 7.21373
80 C -1.62408 -0.74066 4.64103
81 C -1.47501 -2.03599 5.16660
82 C -2.57219 -2.89518 5.22768
83 C -3.81407 -2.49161 4.72949
84 C -3.94970 -1.23260 4.13435
85 C -2.85760 -0.36871 4.06832
86 H -2.03632 5.30480 6.88730
87 H 0.02291 5.22640 5.48150
88 H 0.72240 3.08862 4.41219
89 H -2.66873 1.09835 6.22173
90 H -3.36969 3.22622 7.24837
91 H 2.56191 -0.28363 4.59369
92 H 4.10584 -0.96029 6.43489
93 H 3.25511 -1.15282 8.77010
94 H 0.85582 -0.67986 9.26023
95 H -0.68372 -0.01805 7.43940
96 H -0.50843 -2.36008 5.55426
97 H -2.45617 -3.88471 5.67266
98 H -4.67533 -3.15953 4.79386
99 H -4.91038 -0.92079 3.71775
100 H -2.96589 0.60898 3.59165

Cartesian forces (eV/Å) of the 2 atoms listed first:
-0.0491 -0.0774 0.1234
0.1691 0.2573 -0.9623


[2]
DFT (the ωB97M-V functional and the def2-TZVPD basis) results for a cluster of 6 separate species, C38H52N2O18S in total.

Summary:
SMILES string: O=C1c2ccccc2C(=O)c2cc(CCSc3nnco3)ccc21.CCOC(=O)OC.CCOC(=O)OC.CCOC(=O)OC.CCOC(=O)OC.CCOC(=O)OC
Spin multiplicity: 1

Geometry (Å):
1 O 4.06940 2.05830 -0.04474
2 C 3.68382 0.90646 -0.03068
3 C 3.92053 -0.07253 -1.15853
4 C 5.11880 -0.18663 -1.79590
5 C 5.24859 -1.09150 -2.82234
6 C 4.20546 -1.87891 -3.25504
7 C 2.98216 -1.76600 -2.58088
8 C 2.86692 -0.88709 -1.54986
9 C 1.59042 -0.73344 -0.75328
10 O 0.47688 -0.75842 -1.24315
11 C 1.81896 -0.50271 0.71610
12 C 1.06388 -1.08500 1.69192
13 C 1.32464 -0.87661 3.03246
14 C 0.43894 -1.61927 4.01569
15 C 1.14895 -2.97075 4.40176
16 S 0.41536 -4.43125 3.59347
17 C 1.33262 -4.64885 2.12126
18 N 1.17441 -4.06630 0.98470
19 N 2.09519 -4.50164 0.09594
20 C 2.80034 -5.39054 0.73967
21 O 2.38061 -5.52037 1.98136
22 C 2.35128 -0.03352 3.39696
23 C 3.12507 0.57042 2.42345
24 C 2.86861 0.32471 1.10542
25 H 5.96198 0.42066 -1.47994
26 H 6.19498 -1.22730 -3.34011
27 H 4.38120 -2.54506 -4.09111
28 H 2.14114 -2.37553 -2.89972
29 H 0.25133 -1.73793 1.38350
30 H -0.47853 -1.88752 3.48557
31 H 0.23155 -1.04279 4.92041
32 H 1.09422 -3.09944 5.48735
33 H 2.21330 -2.86508 4.17209
34 H 3.60360 -5.94295 0.27735
35 H 2.56929 0.13548 4.44836
36 H 3.94024 1.24463 2.67215
37 C -3.83477 3.31289 7.07271
38 C -2.35426 3.61367 7.17872
39 O -1.56529 2.63549 6.48780
40 C -1.54550 2.75378 5.15814
41 O -2.10810 3.59816 4.51342
42 O -0.80264 1.76056 4.66788
43 C -0.77031 1.70386 3.23651
44 H -4.04317 2.29750 7.41374
45 H -4.41178 4.01520 7.67479
46 H -4.17756 3.38335 6.04085
47 H -2.04406 3.56666 8.22170
48 H -2.11985 4.61426 6.81432
49 H -0.46744 2.65872 2.80979
50 H -1.74644 1.41078 2.85000
51 H -0.03604 0.94587 2.96577
52 C -4.14653 5.23058 2.40478
53 C -4.81994 4.70823 1.15127
54 O -3.85977 4.43964 0.11897
55 C -3.15465 3.32021 0.27216
56 O -3.26272 2.53139 1.17486
57 O -2.28780 3.23196 -0.73852
58 C -1.40111 2.11775 -0.62695
59 H -3.52874 6.09990 2.17149
60 H -4.89137 5.51340 3.14938
61 H -3.49114 4.47886 2.84476
62 H -5.49041 5.47101 0.75621
63 H -5.42100 3.82198 1.35724
64 H -1.94850 1.18675 -0.49712
65 H -0.71517 2.27514 0.20617
66 H -0.82589 2.05839 -1.54687
67 C -1.08893 11.85221 0.99348
68 C -2.57506 12.11650 1.11598
69 O -3.31305 11.48746 0.05924
70 C -3.48692 10.17201 0.18727
71 O -3.09869 9.48921 1.09852
72 O -4.15675 9.73875 -0.88179
73 C -4.33140 8.32142 -0.92225
74 H -0.72946 12.14610 0.00607
75 H -0.53785 12.40839 1.75214
76 H -0.86623 10.79278 1.11573
77 H -2.76681 13.18426 1.02067
78 H -2.96124 11.80186 2.08591
79 H -4.78760 7.95255 -0.00529
80 H -3.37373 7.83219 -1.09523
81 H -4.99257 8.09527 -1.75471
82 C 0.99528 -4.83417 -8.71317
83 C 1.44484 -5.01908 -7.27907
84 O 2.14822 -3.86669 -6.79240
85 C 1.38276 -2.82296 -6.46930
86 O 0.18383 -2.77227 -6.53780
87 O 2.18477 -1.83417 -6.07082
88 C 1.51636 -0.61402 -5.76805
89 H 1.84260 -4.56839 -9.34728
90 H 0.54129 -5.74984 -9.09241
91 H 0.26530 -4.02970 -8.79621
92 H 2.14936 -5.84731 -7.21928
93 H 0.60767 -5.25614 -6.62200
94 H 0.72130 -0.78405 -5.04376
95 H 1.11859 -0.16583 -6.67813
96 H 2.24972 0.06045 -5.33303
97 C 0.20503 -12.06508 -1.89591
98 C 1.59817 -11.58121 -1.55212
99 O 1.86634 -10.29230 -2.12230
100 C 1.30069 -9.26019 -1.49585
101 O 0.61434 -9.31723 -0.50940
102 O 1.61796 -8.14918 -2.16211
103 C 0.99616 -6.96489 -1.65234
104 H 0.05211 -12.05072 -2.97616
105 H 0.05142 -13.08005 -1.52894
106 H -0.55522 -11.42200 -1.45388
107 H 2.33715 -12.25733 -1.97953
108 H 1.76211 -11.55925 -0.47436
109 H 1.18717 -6.84882 -0.59176
110 H -0.07603 -6.99374 -1.84435
111 H 1.42279 -6.11646 -2.17965

Cartesian forces (eV/Å) of the 2 atoms listed first:
0.1394 -0.7881 0.0401
-0.0102 0.2733 0.3134


[3]
DFT (the ωB97M-V functional and the def2-TZVPD basis) results for a structure of composition C38H53BaN4O16.

Summary:
Charge: +1
Spin multiplicity: 1
Relative energy (zero: lowest compared OMol25 entry of this formula, charge and spin), eV: 7.800

Geometry (Å):
1 Ba -27.22669 0.91171 -9.03716
2 C -25.91005 1.40662 -3.04934
3 C -25.82395 1.40222 -4.50896
4 O -25.46610 0.35518 -5.14952
5 O -26.27771 2.36761 -5.19362
6 H -25.06437 1.99087 -2.68659
7 H -25.88137 0.46534 -2.50046
8 H -26.82856 1.87091 -2.69031
9 C -30.42262 -0.36852 -0.05758
10 C -31.56597 -0.82415 -0.70997
11 C -32.50076 0.06503 -1.25751
12 C -32.25149 1.40794 -1.19022
13 C -31.06392 1.89163 -0.52846
14 C -30.17495 0.98132 -0.01052
15 N -33.14847 2.39593 -1.80650
16 O -32.84484 3.60072 -1.70945
17 O -34.13000 1.96983 -2.31354
18 H -29.78372 -1.08415 0.43848
19 H -31.69984 -1.89368 -0.77759
20 H -33.27800 -0.36902 -1.86898
21 H -30.78955 2.93579 -0.55734
22 H -29.26814 1.34753 0.44772
23 C -19.79512 2.07482 -1.02917
24 C -20.30613 2.85959 -0.04308
25 C -21.41418 2.45748 0.66094
26 C -22.08363 1.18338 0.35959
27 C -21.59796 0.44626 -0.73658
28 C -20.47015 0.88158 -1.44965
29 N -23.22945 0.81476 1.22817
30 O -23.60343 1.52120 2.11671
31 O -23.73073 -0.31040 1.09279
32 H -18.94504 2.44176 -1.58515
33 H -19.82259 3.74082 0.35188
34 H -21.72550 2.93516 1.57817
35 H -22.13465 -0.45470 -0.99474
36 H -19.99641 0.25984 -2.19490
37 C -20.74070 5.78418 -5.30868
38 C -21.47764 4.64457 -5.14107
39 C -21.06347 3.42907 -5.62434
40 C -19.90170 3.44020 -6.43227
41 C -19.15363 4.64329 -6.65881
42 C -19.62037 5.84262 -6.08722
43 N -19.43725 2.12166 -7.09120
44 O -20.26063 1.20568 -7.27350
45 O -18.28498 2.08474 -7.43168
46 H -21.09996 6.67104 -4.80787
47 H -22.39457 4.84171 -4.60557
48 H -21.66543 2.53262 -5.60381
49 H -18.21691 4.60141 -7.19474
50 H -19.04468 6.73071 -6.30230
51 C -20.82890 -5.65611 -3.81232
52 C -21.30547 -6.58529 -2.94401
53 C -22.55661 -6.41723 -2.34122
54 C -23.40558 -5.34273 -2.70551
55 C -22.94346 -4.40450 -3.59322
56 C -21.59125 -4.49210 -4.06492
57 N -24.83241 -5.27292 -2.24191
58 O -25.25426 -6.26231 -1.69741
59 O -25.48789 -4.26538 -2.49093
60 H -19.88796 -5.67541 -4.34211
61 H -20.73655 -7.45649 -2.65468
62 H -22.82827 -7.22418 -1.67680
63 H -23.53340 -3.57554 -3.95542
64 H -21.23781 -3.77983 -4.79578
65 C -27.17559 5.31833 -10.75018
66 O -26.10655 4.50198 -10.52410
67 C -24.76416 4.98177 -10.86102
68 C -23.77753 3.95187 -10.30074
69 O -24.15620 2.64561 -10.73452
70 C -23.64803 2.39625 -12.02144
71 H -27.63544 5.70173 -9.83934
72 H -27.92018 4.68776 -11.23606
73 H -26.97903 6.13233 -11.44793
74 H -24.58548 5.94443 -10.38201
75 H -24.74142 5.17874 -11.93284
76 H -23.87921 3.90132 -9.21667
77 H -22.71754 4.16343 -10.44128
78 H -23.72702 3.18357 -12.77110
79 H -24.21254 1.56234 -12.43859
80 H -22.62020 2.06946 -11.86371
81 C -27.47914 8.54809 0.85435
82 O -27.77875 7.27977 1.23965
83 C -26.72046 6.35521 1.31914
84 C -26.19419 5.93537 -0.14417
85 O -25.48411 6.83156 -0.96710
86 C -24.46705 7.56978 -0.27688
87 H -27.27560 8.80429 -0.18538
88 H -26.73855 9.07284 1.45789
89 H -28.45631 8.99566 1.03575
90 H -27.04471 5.38170 1.68689
91 H -25.91480 6.66306 1.98565
92 H -26.99527 5.48820 -0.73273
93 H -25.51421 5.12150 0.10747
94 H -23.74815 6.87997 0.16522
95 H -24.85717 8.22683 0.50040
96 H -23.96372 8.17671 -1.02949
97 C -30.51294 -1.31375 -5.97383
98 O -30.64100 -0.24784 -6.94810
99 C -31.90871 0.36898 -7.00907
100 C -31.89257 1.60494 -7.87241
101 O -30.79985 2.44677 -7.50039
102 C -31.05358 3.17351 -6.28105
103 H -29.54447 -1.72880 -6.25296
104 H -31.32952 -2.03065 -6.05957
105 H -30.53617 -0.84840 -4.98844
106 H -32.24175 0.64252 -6.00789
107 H -32.63887 -0.40695 -7.23907
108 H -32.85972 2.09653 -7.76717
109 H -31.73552 1.26524 -8.89616
110 H -32.09201 3.40179 -6.04093
111 H -30.43864 4.07309 -6.25485
112 H -30.70322 2.59102 -5.42896

Cartesian forces (eV/Å) of the 2 atoms listed first:
0.4923 0.8504 1.6578
0.1938 0.3957 2.1169


[4]
DFT (the ωB97M-V functional and the def2-TZVPD basis) results for a structure of composition C38H53BrF4GaN2O2P3S.

Summary:
Charge: +2
Spin multiplicity: 1
Relative energy (zero: lowest compared OMol25 entry of this formula, charge and spin), eV: 0.000

Geometry (Å):
1 Ga -0.97552 -0.00580 0.10302
2 F 1.01571 6.43771 -3.65383
3 C 0.45452 5.48416 -2.96606
4 C -0.58897 5.84125 -2.11582
5 F -0.90298 7.16391 -1.83673
6 C -1.12878 4.87655 -1.29454
7 F -1.97049 5.21267 -0.33085
8 C -0.75080 3.51555 -1.45823
9 P -1.71563 2.19380 -0.55354
10 C -3.18505 2.02908 -1.61671
11 C -4.14034 3.04640 -1.54924
12 C -5.24851 2.87553 -2.41670
13 C -5.32544 1.84231 -3.34381
14 C -4.41894 0.79832 -3.33813
15 C -3.30905 0.92638 -2.50134
16 C -2.07790 2.84441 1.06158
17 C -1.20325 3.63254 1.76286
18 C -1.50920 4.11355 3.05416
19 C -2.77163 3.84069 3.55982
20 C -3.64841 2.98085 2.88720
21 C -3.32782 2.50771 1.62760
22 C 0.06240 3.17506 -2.54705
23 Br 0.31324 1.46773 -3.20936
24 C 0.72673 4.16637 -3.21701
25 F 1.70873 3.86658 -4.07754
26 H -4.09418 3.91819 -0.87836
27 H -5.96025 3.68657 -2.45807
28 H -6.17325 1.76101 -4.07889
29 H -4.53047 -0.08208 -3.91282
30 H -2.49180 0.17380 -2.52228
31 H -0.27441 3.87299 1.27300
32 H -0.84804 4.88371 3.48632
33 H -3.02333 4.19987 4.54731
34 H -4.60788 2.84163 3.36184
35 H -4.02098 1.77388 1.09870
36 S -3.03570 -0.91968 0.27911
37 N -1.53994 -1.96027 3.76744
38 C -1.23285 -0.58492 4.15247
39 P 0.15363 0.03326 3.28927
40 O 1.31486 -0.88494 3.39713
41 O -0.28710 0.53116 1.92236
42 C 0.72139 1.51472 4.24964
43 N 2.00632 1.11703 4.89052
44 H -2.53367 -1.59588 1.34720
45 H -2.48958 -2.24567 3.99105
46 H -0.81941 -2.58184 4.13487
47 H -1.07516 -0.47089 5.20672
48 H -2.10249 0.08854 3.97232
49 H 0.02916 1.87599 4.99283
50 H 0.98756 2.21376 3.49562
51 H 1.99708 1.13792 5.94900
52 H 2.73594 1.76667 4.65831
53 H 2.14447 0.09924 4.63390
54 C 0.58388 -2.67923 -4.89906
55 C 1.48311 -1.41778 -4.54617
56 C 1.88584 -1.45344 -3.06960
57 C 0.81148 -2.07942 -2.19496
58 C -0.60033 -1.92746 -2.76955
59 C -0.71426 -2.73360 -4.04591
60 P 0.79718 -1.58490 -0.45697
61 C 2.32830 -0.73845 0.11468
62 C 3.69140 -1.35187 -0.16648
63 C 4.73226 -0.22547 -0.23544
64 C 4.68800 0.86324 0.80168
65 C 3.26890 1.48029 0.86171
66 C 2.31785 0.77966 -0.12932
67 C 0.60625 -3.02278 0.64207
68 C 1.95240 -3.78987 0.84617
69 C 1.77844 -5.26140 1.21877
70 C 0.62202 -5.31657 2.21930
71 C -0.65723 -5.12820 1.35048
72 C -0.41239 -4.06293 0.23897
73 H 1.20453 -3.57248 -4.67710
74 H 0.35508 -2.68248 -5.96892
75 H 0.84321 -0.59861 -4.81398
76 H 2.39600 -1.39910 -5.18241
77 H 2.08182 -0.42356 -2.76093
78 H 2.80681 -2.04123 -2.88995
79 H 0.98247 -3.15546 -2.19205
80 H -0.88464 -0.89412 -3.02830
81 H -1.34798 -2.25729 -2.05588
82 H -1.59309 -2.45045 -4.57330
83 H -0.81518 -3.76830 -3.61849
84 H 2.14262 -0.85517 1.17844
85 H 3.65875 -1.92440 -1.11812
86 H 3.92718 -2.05145 0.62143
87 H 4.58070 0.18442 -1.21182
88 H 5.65756 -0.69867 -0.23763
89 H 5.52620 1.56408 0.50198
90 H 4.97712 0.45447 1.80186
91 H 3.33382 2.56931 0.70407
92 H 2.94550 1.28651 1.86549
93 H 2.63881 1.10519 -1.17518
94 H 1.38150 1.25537 -0.05265
95 H 0.24827 -2.58772 1.56395
96 H 2.56506 -3.39730 1.61164
97 H 2.50081 -3.84235 -0.08622
98 H 2.75784 -5.58418 1.56855
99 H 1.51944 -5.87511 0.33375
100 H 0.74425 -4.51631 2.92940
101 H 0.58701 -6.24148 2.74746
102 H -1.51582 -4.83163 1.93692
103 H -0.91281 -6.03760 0.90541
104 H -1.33848 -3.57390 0.04428
105 H -0.15005 -4.50588 -0.72832

Cartesian forces (eV/Å) of the 2 atoms listed first:
0.2067 -0.4196 0.6226
0.7076 0.3839 -0.3572


LUMO level / eV: -2.45; -0.41; -5.26; -4.85
Max |F| / eV/Å: 1.8; 2.2; 5.0; 2.8
Highest occupied orbital energy / eV: -8.13; -9.45; -9.32; -13.94